1.
Here is a structure of composition C29H40AuN2O2P3 from the Open Molecules 2025 dataset. Energies are from wB97M-V/def2-TZVPD.

Geometry as XYZ:
```
77
Properties=species:S:1:pos:R:3:forces:R:3
C 2.260 5.135 -0.503 0.4 0.0 -0.2
C 1.542 3.979 -0.104 -0.1 -0.5 -0.1
N 2.052 2.747 -0.453 0.4 1.0 -0.3
C 3.175 2.617 -1.173 0.2 0.8 0.0
C 3.890 3.738 -1.588 0.3 -0.8 -0.2
C 3.428 5.003 -1.230 -0.7 0.1 0.4
C 0.308 4.051 0.590 -0.3 0.2 0.0
P -0.479 2.586 1.162 0.4 0.3 -0.6
Au 0.839 0.987 0.016 0.3 0.7 1.3
P 2.398 -0.068 -1.409 0.4 0.1 -0.7
C 3.698 1.223 -1.482 0.4 -0.3 -0.1
O -0.979 4.217 -2.196 -0.3 0.6 0.4
O 0.341 2.406 -3.634 -0.3 0.8 -0.4
H 1.857 6.102 -0.207 0.2 -0.1 -0.1
H 4.798 3.595 -2.183 -0.4 0.1 0.3
H 3.984 5.884 -1.520 0.0 0.1 -0.1
C -0.390 2.393 2.960 -0.3 0.2 0.3
C -2.249 2.636 0.767 -0.2 0.3 0.3
H 4.199 1.207 -2.457 0.0 0.2 0.1
H 4.461 0.935 -0.742 -0.2 0.2 0.0
H -0.754 4.294 -1.237 0.3 -0.3 -0.2
H -0.068 5.044 0.847 0.2 -0.2 0.1
C 3.141 -1.611 -0.806 0.2 -0.1 -0.2
C 1.923 -0.371 -3.141 0.2 -0.2 -0.1
H -1.040 1.302 -1.787 0.6 0.0 -0.4
H -0.319 2.070 -4.261 0.2 0.2 0.3
H -0.135 3.119 -3.109 0.5 -0.6 -0.6
H -1.100 5.128 -2.492 0.1 -0.2 -0.1
H 1.845 0.645 1.382 0.1 0.2 0.1
H -0.398 1.445 -2.210 -1.2 -0.3 0.7
H -0.905 3.225 3.459 0.1 -0.2 0.0
H -0.872 1.445 3.234 0.1 0.2 0.0
H 0.661 2.376 3.274 -0.3 0.0 -0.2
H -2.735 3.423 1.360 -0.1 -0.1 -0.2
H -2.385 2.853 -0.301 0.1 -0.1 0.3
H -2.702 1.668 1.005 0.0 0.2 0.0
H 2.789 -0.721 -3.730 -0.3 0.1 0.1
H 1.141 -1.144 -3.141 0.2 0.2 0.0
H 1.519 0.559 -3.569 0.2 -0.3 0.2
H 3.947 -1.969 -1.466 -0.2 0.1 0.2
H 3.530 -1.469 0.210 -0.1 0.0 -0.3
H 2.338 -2.358 -0.773 0.1 0.2 0.0
N 0.072 -0.841 -0.157 -2.1 -3.3 0.3
P -0.874 -1.884 0.580 2.2 2.6 -1.7
C -2.525 -1.183 0.854 -0.6 -0.3 0.6
C -3.030 -1.000 2.156 -0.2 0.1 -0.5
C -4.290 -0.425 2.338 0.1 0.1 -0.1
C -5.038 -0.009 1.233 0.1 -0.1 0.0
C -4.523 -0.146 -0.061 0.3 -0.1 0.2
C -3.262 -0.722 -0.252 -0.2 0.0 0.4
C -0.945 -3.297 -0.551 -0.2 -0.7 0.0
C -0.505 -4.579 -0.177 -0.3 0.2 -0.5
C -0.473 -5.608 -1.122 0.0 0.1 -0.3
C -0.874 -5.376 -2.442 0.0 0.2 0.2
C -1.292 -4.093 -2.820 0.1 0.0 0.3
C -1.310 -3.051 -1.886 0.1 -0.6 -0.1
C -0.178 -2.464 2.135 -0.4 -0.6 0.8
C 1.086 -1.992 2.516 -0.2 -0.2 0.1
C 1.682 -2.439 3.694 -0.3 -0.3 0.1
C 1.017 -3.374 4.498 0.0 0.2 -0.2
C -0.248 -3.849 4.125 0.1 0.1 -0.1
C -0.853 -3.395 2.950 0.6 0.2 0.2
H -2.432 -1.294 3.019 -0.2 0.0 -0.2
H -4.678 -0.291 3.350 0.1 0.0 -0.3
H -6.021 0.439 1.381 0.3 -0.1 0.0
H -5.092 0.203 -0.926 0.2 -0.1 0.3
H -2.845 -0.788 -1.257 -0.1 0.0 0.3
H -0.166 -4.771 0.839 -0.1 0.0 -0.2
H -0.115 -6.597 -0.835 -0.1 0.2 0.0
H -0.840 -6.183 -3.180 0.0 0.3 0.3
H -1.582 -3.900 -3.854 0.1 0.0 0.3
H -1.573 -2.048 -2.214 0.1 -0.2 0.2
H 1.594 -1.257 1.895 -0.2 -0.2 0.0
H 2.667 -2.054 3.972 -0.3 -0.2 0.0
H 1.494 -3.729 5.415 -0.2 0.1 -0.3
H -0.763 -4.575 4.756 0.1 0.2 -0.1
H -1.844 -3.753 2.668 0.2 0.0 0.1
```
Forces are in eV/Å.

Output
E_HOMO (spin up / spin down) in eV: -5.07 / -6.48
2S+1: 3
Strongest force on any atom in eV/A: 3.941
E_LUMO (spin up / spin down) in eV: 0.7 / -0.1
<S²>: 2.010

Per-atom Löwdin charges, elementary charge units: -0.05 -0.39 -0.04 -0.34 -0.07 -0.08 -0.34 0.69 0.66 0.75 -0.28 -0.08 -0.17 0.11 0.11 0.10 -0.27 -0.25 0.09 0.10 0.02 0.06 -0.26 -0.24 0.05 0.05 -0.01 0.07 0.02 0.04 0.04 0.03 0.04 0.05 0.03 0.01 0.05 0.04 0.02 0.05 0.04 0.03 -0.46 0.74 -0.27 -0.09 -0.09 -0.09 -0.09 -0.09 -0.27 -0.07 -0.09 -0.09 -0.08 -0.09 -0.31 -0.09 -0.07 -0.08 -0.08 -0.11 0.09 0.10 0.10 0.11 0.08 0.09 0.10 0.10 0.10 0.08 0.02 0.11 0.10 0.10 0.11


2.
Here is a structure of composition C29H40Cl2HfN2O3P2STe from the Open Molecules 2025 dataset. Energies are from wB97M-V/def2-TZVPD.

Geometry as XYZ:
```
81
Properties=species:S:1:pos:R:3:forces:R:3
Hf 0.387 1.033 0.132 -0.5 -0.4 1.1
C 0.676 -0.186 3.410 -0.1 0.1 0.0
C -0.246 -1.068 2.599 0.0 0.1 0.0
N -1.053 -0.294 1.629 0.1 0.2 -0.3
C -2.286 0.313 2.199 0.1 0.1 0.1
C -2.051 1.456 3.178 0.1 0.0 -0.1
S -0.917 2.697 2.492 0.1 0.0 0.0
C 0.414 2.801 3.709 0.0 -0.1 -0.1
C 1.672 2.049 3.273 -0.2 0.0 0.1
N 1.361 0.799 2.542 0.3 -0.1 -0.2
H 0.124 0.342 4.178 0.0 0.0 0.0
H 1.402 -0.814 3.928 0.0 0.0 0.0
H 0.349 -1.783 2.033 0.0 -0.1 0.0
H -0.890 -1.645 3.266 0.0 0.0 0.0
H -1.405 -0.978 0.961 0.0 -0.1 0.1
H -2.867 0.680 1.358 0.0 0.0 -0.1
H -2.870 -0.461 2.699 0.0 -0.1 0.0
H -3.005 1.947 3.365 0.0 0.0 0.0
H -1.672 1.117 4.139 -0.1 0.0 0.0
H 0.650 3.858 3.820 0.0 0.0 0.1
H 0.025 2.458 4.667 0.0 0.0 0.0
H 2.261 2.674 2.613 0.1 0.1 -0.1
H 2.281 1.832 4.154 0.0 0.0 0.0
H 2.266 0.399 2.335 0.2 -0.1 -0.1
Cl 3.635 -0.128 0.686 0.4 0.0 0.0
C 3.599 -1.880 0.733 -0.3 0.0 -0.1
C 4.714 -2.513 1.251 0.1 0.0 0.0
C 4.784 -3.895 1.182 0.1 -0.1 0.0
C 3.775 -4.616 0.559 0.0 -0.1 0.0
C 2.665 -3.963 0.050 0.0 0.0 0.0
C 2.527 -2.578 0.168 0.1 0.2 0.2
P 1.119 -1.720 -0.620 0.1 -0.4 -0.4
C 1.476 -2.177 -2.375 -0.1 0.2 0.0
C 0.483 -2.538 -3.287 0.1 0.0 0.0
C 0.816 -2.853 -4.601 -0.1 0.0 0.1
C 2.136 -2.803 -5.018 0.0 0.0 0.0
C 3.130 -2.445 -4.117 0.0 0.0 0.0
C 2.803 -2.132 -2.808 0.0 0.0 0.0
C -0.419 -2.654 -0.285 0.0 0.0 0.0
C -1.583 -2.070 -0.807 0.0 -0.2 -0.2
C -2.821 -2.678 -0.651 0.0 0.0 0.0
C -2.915 -3.877 0.047 0.0 0.0 0.0
C -1.774 -4.447 0.593 0.0 0.0 0.0
C -0.533 -3.840 0.433 -0.1 0.0 0.1
H 5.525 -1.935 1.678 -0.1 0.0 0.0
H 5.648 -4.405 1.592 0.0 0.0 -0.1
H 3.862 -5.691 0.452 0.0 0.1 0.0
H 1.911 -4.530 -0.480 0.0 0.0 0.0
H -0.551 -2.606 -2.990 -0.1 0.0 0.0
H 0.035 -3.139 -5.296 0.0 0.0 0.1
H 2.393 -3.050 -6.042 0.0 0.0 0.1
H 4.165 -2.405 -4.433 0.0 0.0 0.0
H 3.598 -1.860 -2.122 0.0 0.0 0.0
H -1.521 -1.140 -1.364 0.0 0.1 -0.1
H -3.708 -2.224 -1.077 0.1 0.0 0.0
H -3.876 -4.363 0.167 0.1 0.0 0.0
H -1.846 -5.375 1.147 0.0 0.0 0.0
H 0.336 -4.292 0.892 0.0 0.0 0.0
C -2.608 6.436 1.033 0.0 0.0 0.1
C -2.064 5.779 -0.205 0.0 0.0 0.1
O -2.144 4.318 -0.015 -0.1 0.0 0.0
P -1.113 3.372 -0.709 -0.1 0.4 -0.1
O -1.470 1.924 -0.276 0.4 0.1 -0.3
Te 1.198 3.748 -0.152 -0.1 0.4 -0.1
O -1.246 3.586 -2.248 -0.2 -0.1 -0.3
C -2.521 3.482 -2.980 -0.1 0.0 0.0
C -2.943 2.047 -3.195 0.1 0.0 0.1
H -2.528 7.520 0.921 0.0 -0.1 0.0
H -2.038 6.137 1.915 0.0 0.0 -0.1
H -3.657 6.179 1.183 0.1 0.0 0.0
H -1.026 6.064 -0.381 0.1 -0.1 0.0
H -2.644 6.028 -1.089 0.0 -0.1 -0.1
H -2.319 3.978 -3.922 0.1 0.1 -0.1
H -3.281 4.048 -2.444 0.0 0.0 0.1
H -2.153 1.483 -3.695 -0.1 0.0 0.0
H -3.830 2.035 -3.832 0.1 0.0 0.0
H -3.191 1.558 -2.252 0.0 0.0 0.0
Cl 2.350 1.010 -2.116 -0.1 0.0 0.3
C 0.541 0.952 -2.114 0.0 -0.1 -0.1
H 0.261 0.084 -2.706 0.0 -0.1 0.0
H 0.228 1.832 -2.657 -0.1 0.2 -0.1
```
Forces are in eV/Å.

Output
E_HOMO in eV: -13.49
Net charge: +2
Strongest force on any atom in eV/A: 1.274
E_LUMO in eV: -5.7

Per-atom Löwdin charges, elementary charge units: 1.20 -0.17 -0.17 -0.15 -0.23 -0.39 0.87 -0.41 -0.27 -0.19 0.10 0.14 0.09 0.14 0.05 0.11 0.13 0.09 0.08 0.09 0.09 0.07 0.14 0.00 0.72 -0.61 -0.08 -0.03 -0.04 -0.08 -0.39 1.03 -0.37 -0.08 -0.05 -0.05 -0.05 -0.12 -0.39 -0.17 -0.05 -0.04 -0.04 -0.07 0.12 0.13 0.12 0.12 0.09 0.12 0.12 0.12 0.10 0.10 0.12 0.12 0.12 0.10 -0.05 -0.23 -0.27 0.13 -0.51 0.76 -0.28 -0.19 -0.06 0.10 0.08 0.09 0.10 0.12 0.13 0.12 0.08 0.10 0.07 0.48 -0.75 -0.01 -0.02


3.
Here is a structure of composition C29H40HfN4OSSi3 from the Open Molecules 2025 dataset. Energies are from wB97M-V/def2-TZVPD.

Geometry as XYZ:
```
79
Properties=species:S:1:pos:R:3:forces:R:3
Hf -0.704 0.396 0.131 -0.1 -0.3 1.0
C 0.948 -0.984 -3.425 -0.2 -0.1 -0.1
Si 2.034 -0.901 -1.897 -0.1 0.2 0.1
C 3.759 -0.463 -2.441 0.2 0.0 -0.1
C 2.134 -2.604 -1.158 0.1 -0.3 0.1
C 1.379 0.389 -0.653 -0.4 0.0 -0.1
Si 2.201 0.258 1.037 -0.3 0.1 -0.4
C 1.359 -1.180 1.913 -0.1 -0.2 0.2
C 4.020 0.009 1.082 0.3 -0.1 0.1
C 1.723 1.772 2.038 0.0 0.2 0.2
Si 1.695 2.067 -1.405 -0.1 -0.1 0.0
C 1.231 2.181 -3.195 0.0 0.1 -0.3
C 3.373 2.799 -1.125 0.2 0.1 0.1
C 0.411 3.225 -0.612 -0.4 0.2 0.1
C 0.497 4.609 -0.680 0.0 0.0 0.0
C -0.556 5.398 -0.246 0.0 0.1 0.0
C -1.704 4.792 0.246 -0.1 0.1 0.1
C -1.755 3.421 0.299 0.3 0.0 0.0
N -0.719 2.653 -0.102 0.1 -0.2 -0.1
H 0.568 -1.997 -3.579 0.0 0.0 0.0
H 1.533 -0.723 -4.311 0.0 0.0 0.0
H 0.097 -0.300 -3.408 0.0 -0.1 0.0
H 4.150 -1.287 -3.046 0.0 0.0 0.0
H 4.441 -0.327 -1.599 0.0 0.0 -0.1
H 3.803 0.435 -3.062 0.0 0.0 0.0
H 2.379 -3.291 -1.975 0.0 0.0 0.1
H 1.209 -2.963 -0.704 0.1 0.0 -0.1
H 2.938 -2.690 -0.422 0.0 0.0 0.0
H 1.678 -2.125 1.472 0.0 0.0 0.0
H 0.259 -1.204 1.911 0.1 0.1 0.0
H 1.621 -1.178 2.975 0.1 0.0 0.0
H 4.309 -0.923 0.594 0.0 0.0 0.0
H 4.344 -0.043 2.126 0.0 0.0 0.0
H 4.555 0.828 0.601 0.0 0.0 0.0
H 0.651 1.998 2.103 0.0 0.0 0.0
H 2.179 2.679 1.634 0.0 0.0 0.1
H 2.068 1.657 3.071 0.0 0.0 -0.1
H 1.828 1.538 -3.844 0.0 0.1 0.0
H 1.388 3.213 -3.522 0.0 0.0 0.0
H 0.178 1.940 -3.360 0.0 0.0 0.0
H 4.156 2.084 -1.380 0.0 0.0 0.0
H 3.529 3.119 -0.093 0.1 0.0 0.0
H 3.515 3.671 -1.770 0.0 0.0 0.0
H 1.393 5.066 -1.082 0.0 0.0 0.0
H -0.490 6.478 -0.301 0.0 0.0 0.0
H -2.553 5.373 0.580 0.0 0.0 0.0
H -2.629 2.900 0.666 0.0 0.0 0.0
S -5.267 0.343 0.429 -0.5 0.0 0.0
C -5.027 0.515 -1.247 -0.1 0.0 0.1
C -3.706 0.621 -1.563 0.1 0.0 0.2
C -2.849 0.556 -0.424 0.3 0.0 -0.6
C -3.587 0.416 0.740 0.3 0.0 0.1
C -3.041 0.377 2.107 0.0 0.0 -0.4
C -3.835 0.348 3.245 -0.1 0.0 0.1
C -3.247 0.370 4.493 -0.1 0.0 0.0
C -1.861 0.422 4.602 0.1 0.0 0.0
C -1.119 0.434 3.448 -0.2 -0.1 0.1
N -1.686 0.404 2.224 0.3 0.1 -0.4
H -5.876 0.532 -1.914 0.0 0.0 0.0
H -3.368 0.753 -2.582 0.0 0.0 0.0
H -4.913 0.320 3.149 0.0 0.0 0.0
H -3.863 0.355 5.383 0.0 0.0 0.0
H -1.364 0.453 5.561 0.0 0.0 0.0
H -0.042 0.462 3.480 0.0 0.0 0.0
N -0.764 -5.295 2.203 0.1 0.1 -0.1
C -1.000 -5.462 0.879 -0.1 -0.1 0.0
O -1.004 -6.539 0.333 0.0 0.0 0.0
C -1.255 -4.225 0.042 0.0 0.0 0.2
C -1.727 -4.416 -1.251 -0.1 -0.1 -0.1
C -1.951 -3.318 -2.060 0.0 0.0 0.0
C -1.680 -2.061 -1.559 0.1 -0.2 0.0
N -1.194 -1.863 -0.323 0.1 0.3 0.1
C -0.997 -2.940 0.462 -0.2 0.1 -0.1
H -0.610 -6.124 2.753 0.0 0.0 0.0
H -0.878 -4.423 2.682 -0.1 0.0 0.0
H -1.910 -5.429 -1.587 0.0 0.0 0.0
H -2.331 -3.424 -3.066 0.0 0.0 0.0
H -1.866 -1.188 -2.167 0.0 0.1 0.0
H -0.605 -2.743 1.448 0.0 -0.1 0.0
```
Forces are in eV/Å.

Output
E_HOMO in eV: -14.22
Net charge: +2
Strongest force on any atom in eV/A: 1.090
E_LUMO in eV: -6.5

Per-atom Löwdin charges, elementary charge units: 1.73 -0.17 0.38 -0.16 -0.16 -0.59 0.34 -0.18 -0.14 -0.17 0.42 -0.16 -0.15 -0.28 -0.03 0.00 -0.01 -0.10 -0.09 0.04 0.05 0.01 0.06 0.03 0.04 0.06 0.01 0.04 0.04 -0.03 0.07 0.04 0.06 0.04 0.01 0.04 0.06 0.03 0.06 0.04 0.03 0.04 0.05 0.12 0.13 0.13 0.11 1.11 -0.36 -0.20 -0.35 -0.56 -0.27 0.00 0.01 -0.01 -0.11 -0.02 0.09 0.11 0.11 0.13 0.13 0.09 0.19 -0.49 0.11 -0.09 0.06 0.01 -0.13 -0.04 -0.08 0.13 0.09 0.14 0.13 0.10 0.09